Computed, not measured: C6H9N as an isolated structure at a distorted geometry, with the ωB97M-V functional and the def2-TZVPD basis.

E_HOMO = -8.56 eV
ΔE to the lowest compared entry with this formula, charge and spin = 77.4 kcal/mol
2S+1 = 1
E_LUMO = 1.2 eV
molar mass = 95.14 g mol⁻¹
orbital gap = 9.73 eV

Geometry as XYZ:
```
16
C6H9N the ωB97M-V functional and the def2-TZVPD basis
C -1.07246 -0.05374 0.85833
C -1.14131 -1.09050 -0.24483
H -1.68069 -0.05148 1.75822
H 1.41826 1.17556 0.68025
H -0.25068 -0.02078 -2.16627
H -0.39904 1.98387 -0.06570
C -0.30601 -0.08982 -1.07952
N 0.91768 -0.59638 -0.39973
H 0.37476 -1.80949 1.38835
H 2.36981 0.86663 -0.79717
H -1.92278 1.22760 -0.61378
H 2.64246 -0.10682 0.66278
H -2.00233 -1.71539 -0.45217
C 1.87841 0.39294 0.05852
C 0.03884 -1.10085 0.63597
C -0.92501 1.03053 -0.21246
```

Results of the Mulliken charge analysis, in e, for atoms 1 through 5: atom 1 (C): -0.288, atom 2 (C): -0.291, atom 3 (H): 0.417, atom 4 (H): 0.308, atom 5 (H): 0.447

Computed, not measured: C29H43N2O4SeW as an isolated structure, with the ωB97M-V functional and the def2-TZVPD basis.

E_HOMO = -11.42 eV
ΔE to the lowest compared entry with this formula, charge and spin = 0.0 kcal/mol
2S+1 = 1
E_LUMO = -3.6 eV
molar mass = 746.47 g mol⁻¹
orbital gap = 7.83 eV
net charge = +1

Geometry as XYZ:
```
80
C29H43N2O4SeW the ωB97M-V functional and the def2-TZVPD basis
H 0.30898 2.13309 2.02918
C -1.46914 4.06238 -3.98952
W 1.97248 -2.10782 -0.39494
C -0.11317 1.57306 -3.53620
H -0.76260 4.00838 -4.81975
C 0.28349 4.98180 -2.48316
H -2.12428 -2.83607 4.62523
H -1.16646 -4.21007 5.15883
H 1.09908 -4.59065 4.47194
C -1.11045 -3.16277 4.86171
H 0.62732 2.90575 -0.52050
N 3.74494 -3.25186 -0.85122
H -3.09809 0.62891 4.81389
H 4.43184 -3.18060 -0.10168
C -0.51918 2.93016 4.66659
H -0.11564 -3.91762 1.64029
H -2.25101 3.31721 -4.14778
H 1.63154 -2.95740 4.87664
H -0.60159 1.83299 -4.46111
H -0.18208 5.96371 -2.57943
H -2.31882 4.99600 -1.60431
H -1.77930 3.01230 2.20939
H -1.40316 -1.67155 -3.89592
C 1.12900 0.94395 -1.19070
C 1.20470 -3.57607 4.08513
H -1.38457 -0.79292 4.62697
H 0.13689 2.47229 5.40848
C 0.18147 1.10575 2.34478
Se 2.19702 0.46065 0.34544
O 1.24679 -3.86956 -0.92516
H -0.85594 -4.93658 2.87052
H 1.05422 4.89342 -3.25044
H 1.80525 -1.78466 -5.85143
N 3.40420 -4.59790 -1.09463
C 2.04700 -4.88908 -1.26506
C -0.17272 -3.04418 3.65886
H -1.30629 0.16496 -5.62705
H -1.73970 -3.54925 2.23465
C -1.82982 4.02354 -1.53052
H 2.41991 -0.22291 -5.30432
C -0.38281 -1.94601 -4.16958
H -2.95404 3.36631 3.47262
H 4.10148 -5.18577 -1.52234
C -0.77694 3.88234 -2.63900
H -0.74894 -2.59541 5.72112
H -3.06193 1.85113 2.56755
H -1.79861 0.90287 5.98893
H 1.90747 -3.60688 3.25462
H 2.37459 -1.59981 -4.19410
H -1.08487 3.72440 5.15593
C 1.84382 -1.09964 -5.00335
C -2.36980 2.56803 3.01253
H 0.10535 3.39389 3.90151
H -2.59464 3.24972 -1.61578
H -2.94229 2.18679 5.61826
C 0.55278 2.18816 -1.32721
O 1.48256 -2.17024 1.39633
H -0.28051 -0.86183 -6.61915
C -0.10646 2.51554 -2.51121
C -0.67319 0.78572 3.39760
C -0.04126 -1.59263 3.19115
H 0.25824 0.76359 -6.21295
C -0.74397 -0.54655 3.79615
C 0.87947 0.10186 1.70862
C 0.46904 0.30456 -3.44620
C -1.48180 1.89418 4.06847
C 1.07712 0.01400 -2.23207
C -0.75023 -3.90697 2.52536
H 4.16733 -2.79613 -1.66522
C -0.27013 -0.11087 -5.82915
O 1.67930 -5.97126 -1.60179
C -2.37815 1.36059 5.18512
H -1.38502 3.95274 -0.53649
H -1.93961 5.04520 -4.02379
H 0.77015 4.94224 -1.50745
H -0.43891 -2.64660 -5.00416
H 0.06751 -2.46814 -3.32738
C 0.76150 -1.22596 2.11779
C 0.41606 -0.70356 -4.59684
O 1.66822 -1.22036 -1.99813
```

Results of the Mulliken charge analysis, in e, for atoms 1 through 5: atom 1 (H): 0.416, atom 2 (C): -2.231, atom 3 (W): 1.162, atom 4 (C): 0.614, atom 5 (H): 0.440

Computed, not measured: a 2-piece molecular cluster, C2H2ClN3O overall at a distorted geometry, with the ωB97M-V functional and the def2-TZVPD basis.

E_HOMO = -8.73 eV
ΔE to the lowest compared entry with this formula, charge and spin = 80.0 kcal/mol
2S+1 = 1
E_LUMO = 0.0 eV
molar mass = 119.51 g mol⁻¹
orbital gap = 8.75 eV

Geometry as XYZ:
```
9
C2H2ClN3O the ωB97M-V functional and the def2-TZVPD basis
N 2.13619 -0.26550 0.31618
H -0.23382 -2.66243 -0.14825
H -0.75400 2.33058 0.65638
C 0.57208 -2.02483 0.02939
C -1.53633 0.83147 -0.25571
N 1.34838 -1.14890 -0.00476
N -1.58607 1.87313 0.34905
O -1.79056 -0.23574 -0.71084
Cl 1.84413 1.30223 -0.23142
```

Results of the Mulliken charge analysis, in e, for atoms 1 through 5: atom 1 (N): -0.628, atom 2 (H): 0.430, atom 3 (H): 0.307, atom 4 (C): -0.152, atom 5 (C): 0.591